This record from the OMol25 dataset describes CH6P2S in the gas phase in a non-equilibrium geometry. The level of theory is ωB97M-V/def2-TZVPD.

Each atom is followed by the atoms it is bonded to, with distances in Å.
Cartesian coordinates (Å):
1 P -0.184 1.897 -0.046  C2 1.834, H5 1.346, H6 1.443
2 C 0.386 0.307 0.670  P1 1.834, P3 1.745, H7 1.183, H8 1.169
3 P -0.039 -1.162 -0.170  C2 1.745, S4 2.024, H9 1.402, H10 1.360
4 S 0.865 -2.845 0.500  P3 2.024
5 H -1.446 1.470 -0.235  P1 1.346
6 H 0.066 1.790 -1.463  P1 1.443
7 H 0.022 0.049 1.765  C2 1.183
8 H 1.555 0.284 0.648  C2 1.169
9 H -1.438 -1.132 -0.262  P3 1.402
10 H 0.213 -0.657 -1.407  P3 1.360

Its SMILES is PC[PH2]=S. The HOMO-LUMO gap is 9.467 eV. Its net charge is 0. For the LUMO energy, the calculation gives 0.658 eV. As for the energy above the lowest of the compared OMol25 structures with the same formula, charge and spin: 9.0 kcal per mole. As for the total energy: -1122.54510 a.u.

Löwdin population analysis, charges in e, atoms 1 to 4:
1. P 0.739
2. C -0.822
3. P 0.223
4. S 0.031